[1]
A structure of composition C46H47CsN10O6S at a distorted geometry, computed with ωB97M-V/def2-TZVPD.

The calculation puts the HOMO energy at -1.36 eV. Its total charge is -2. As for the energy relative to the best compared isomer or geometry (same formula, charge and spin): 33.9 kcal/mol. The value obtained for the maximum force is 3.2 eV Å⁻¹. As for the orbital gap: 4.38 eV.

Positions of all 111 atoms, in Å:
Cs  0.188  0.787  -0.592
C  2.356  -2.441  -1.121
N  1.857  -2.499  0.230
C  0.580  -3.211  0.321
C  2.784  -2.627  1.289
C  4.114  -2.930  1.013
C  5.082  -3.108  2.013
C  4.692  -2.970  3.332
C  3.377  -2.598  3.645
C  2.371  -2.390  2.658
N  1.128  -1.908  2.879
C  0.560  -1.847  4.121
C  0.740  -2.800  5.148
C  0.135  -2.681  6.397
C  -0.678  -1.593  6.682
C  -0.929  -0.669  5.665
C  -0.369  -0.795  4.399
N  -0.678  0.111  3.348
C  -1.199  1.396  3.740
C  -1.470  -0.486  2.266
H  2.743  -3.410  -1.485
H  3.149  -1.693  -1.213
H  1.534  -2.148  -1.783
H  0.676  -4.237  -0.071
H  -0.183  -2.705  -0.273
H  0.254  -3.254  1.352
H  4.413  -3.079  -0.017
H  6.097  -3.387  1.752
H  5.408  -3.153  4.130
H  3.107  -2.426  4.682
H  1.381  -3.649  4.941
H  0.300  -3.448  7.149
H  -1.133  -1.471  7.659
H  -1.593  0.166  5.868
H  -2.227  1.355  4.147
H  -1.216  2.046  2.860
H  -0.548  1.849  4.495
H  -2.498  -0.715  2.591
H  -0.985  -1.397  1.913
H  -1.530  0.231  1.449
O  5.920  -0.172  4.899
C  5.521  1.095  4.945
O  6.058  1.863  5.696
C  4.404  1.509  4.031
C  3.728  2.672  4.366
C  2.696  3.137  3.574
C  2.339  2.446  2.423
C  3.016  1.285  2.073
C  4.046  0.812  2.877
N  1.240  2.838  1.622
C  0.940  4.028  1.418
C  -0.314  4.380  0.688
C  -0.610  5.688  0.363
C  -1.786  5.971  -0.328
C  -2.633  4.937  -0.658
C  -2.263  3.655  -0.270
N  -1.137  3.382  0.383
H  5.346  -0.726  4.332
H  4.022  3.196  5.270
H  2.132  4.019  3.869
H  2.744  0.772  1.150
H  4.569  -0.089  2.568
H  1.581  4.857  1.733
H  0.079  6.478  0.638
H  -2.029  6.989  -0.600
H  -3.557  5.108  -1.195
H  -2.908  2.797  -0.480
N  -2.341  -2.816  -2.239
C  -3.065  -3.643  -2.610
C  -3.937  -4.690  -3.044
C  -4.478  -5.640  -2.120
N  -4.932  -6.419  -1.397
C  -4.285  -4.788  -4.423
N  -4.583  -4.854  -5.542
O  2.418  1.269  -1.836
C  1.813  0.982  -2.902
O  0.570  0.827  -3.039
C  2.676  0.772  -4.139
C  3.731  1.632  -4.406
C  4.562  1.449  -5.522
C  4.291  0.369  -6.317
O  4.959  -0.037  -7.450
C  4.379  -1.295  -7.808
O  3.209  -1.475  -7.013
C  3.247  -0.486  -6.055
C  2.408  -0.314  -4.985
H  3.914  2.450  -3.719
H  5.390  2.115  -5.739
H  5.088  -2.097  -7.610
H  4.108  -1.284  -8.859
H  1.567  -0.973  -4.788
C  -5.144  0.252  -4.841
C  -5.268  -0.861  -3.801
N  -4.590  -0.556  -2.551
C  -5.098  0.150  -1.540
S  -4.196  0.398  -0.137
N  -6.371  0.604  -1.745
C  -7.044  1.576  -0.890
C  -6.617  3.016  -1.150
H  -5.657  -0.040  -5.764
H  -4.091  0.432  -5.074
H  -5.576  1.196  -4.486
H  -4.836  -1.766  -4.197
H  -6.316  -1.089  -3.602
H  -3.674  -0.955  -2.378
H  -6.712  0.552  -2.687
H  -6.824  1.306  0.135
H  -8.114  1.462  -1.056
H  -5.562  3.131  -0.890
H  -7.206  3.715  -0.543
H  -6.750  3.277  -2.207

=====

[2]
A structure of composition C46H48Cl2IrN3P3 at a distorted geometry, computed with ωB97M-V/def2-TZVPD.

The calculation puts the HOMO energy (alpha / beta) at -17.64 / -17.88 eV. Its total charge is +4. As for the energy relative to the best compared isomer or geometry (same formula, charge and spin): 481.1 kcal/mol. The spin multiplicity is 2. The value obtained for the maximum force is 3.2 eV Å⁻¹. As for the orbital gap (alpha / beta): 5.85 / 5.68 eV. The expectation value of S² is 1.0570.

Positions of all 103 atoms, in Å:
Ir  -0.300  -0.287  -0.548
N  -1.013  -1.441  -2.185
C  -2.006  -2.531  -1.944
C  -1.294  -3.640  -1.179
C  -0.910  -3.193  0.219
N  0.151  -2.136  0.203
H  -1.360  -0.788  -2.886
H  -0.214  -1.896  -2.629
H  -2.370  -2.893  -2.905
H  -2.852  -2.123  -1.392
H  -0.409  -3.959  -1.740
H  -1.939  -4.516  -1.102
H  -0.546  -4.022  0.828
H  -1.772  -2.772  0.716
H  0.985  -2.488  -0.272
H  0.448  -1.978  1.168
N  -1.730  1.137  1.882
P  -0.461  1.802  1.063
C  0.223  3.107  2.104
C  -0.654  4.139  2.456
C  -0.251  5.117  3.351
C  1.030  5.083  3.890
C  1.919  4.087  3.510
C  1.520  3.098  2.622
C  -1.221  2.732  -0.389
C  -0.582  2.787  -1.634
C  -1.212  3.011  -2.833
C  -2.520  3.493  -2.769
C  -3.150  3.635  -1.538
C  -2.528  3.227  -0.365
P  -2.272  -0.227  1.045
C  -2.712  -1.349  2.367
C  -3.654  -2.360  2.124
C  -4.079  -3.171  3.160
C  -3.552  -2.999  4.437
C  -2.604  -2.014  4.679
C  -2.163  -1.203  3.644
C  -3.794  0.193  0.191
C  -3.819  0.376  -1.191
C  -5.005  0.678  -1.840
C  -6.179  0.802  -1.106
C  -6.166  0.624  0.273
C  -4.982  0.316  0.923
H  -2.166  1.516  2.718
H  -1.650  4.194  2.036
H  -0.937  5.906  3.630
H  1.332  5.832  4.611
H  2.922  4.071  3.918
H  2.227  2.326  2.350
H  0.930  1.172  -2.143
H  -0.665  3.017  -3.769
H  -3.025  3.785  -3.681
H  -4.144  4.062  -1.492
H  -3.076  3.270  0.568
H  -4.077  -2.497  1.134
H  -4.827  -3.931  2.979
H  -3.877  -3.642  5.244
H  -2.211  -1.874  5.677
H  -1.398  -0.462  3.841
H  -2.899  0.311  -1.762
H  -5.022  0.811  -2.913
H  -7.108  1.036  -1.609
H  -7.084  0.707  0.839
H  -4.988  0.170  1.996
C  4.877  -0.925  -4.506
C  3.497  -0.801  -4.445
C  2.886  -0.348  -3.285
C  3.647  -0.041  -2.150
C  5.044  -0.186  -2.225
C  5.649  -0.614  -3.392
P  2.851  0.677  -0.697
C  3.077  -0.591  0.583
C  2.589  -0.364  1.880
C  2.908  -1.218  2.922
C  3.702  -2.338  2.689
C  4.169  -2.599  1.407
C  3.877  -1.725  0.369
C  2.128  3.172  -2.652
C  2.679  4.185  -3.282
C  2.952  5.473  -2.638
C  2.993  5.665  -1.326
C  3.022  4.628  -0.207
C  2.040  3.556  -0.448
H  5.351  -1.263  -5.418
H  2.895  -1.045  -5.310
H  1.810  -0.233  -3.277
H  5.672  0.040  -1.374
H  6.726  -0.708  -3.433
H  1.936  0.472  2.085
H  2.542  -1.009  3.919
H  3.950  -3.005  3.504
H  4.775  -3.475  1.216
H  4.270  -1.943  -0.615
H  2.914  4.078  -4.339
H  3.091  6.319  -3.299
H  3.057  6.687  -0.971
H  2.836  5.156  0.728
H  0.726  1.854  -0.213
Cl  4.682  2.009  0.155
C  4.443  3.922  -0.031
Cl  1.309  2.459  -1.346
H  5.112  4.118  -0.862
H  4.899  4.178  0.920

=====

[3]
A structure of composition C46H48N8O3S3Sr, computed with ωB97M-V/def2-TZVPD.

The calculation puts the HOMO energy at -6.37 eV. Its total charge is 0. As for the energy relative to the best compared isomer or geometry (same formula, charge and spin): 32.6 kcal/mol. The value obtained for the maximum force is 0.9 eV Å⁻¹. As for the orbital gap: 6.10 eV.

Positions of all 109 atoms, in Å:
Sr  -0.068  0.359  -0.545
C  -1.963  2.761  1.918
O  -0.897  1.823  1.856
C  -0.183  1.721  3.071
C  1.202  1.141  2.806
O  1.113  -0.136  2.191
C  1.172  -1.267  3.030
C  -0.144  -2.001  3.167
O  -0.561  -2.393  1.875
C  -1.558  -3.393  1.902
H  -1.589  3.743  2.222
H  -2.391  2.836  0.922
H  -2.732  2.436  2.627
H  -0.066  2.714  3.525
H  -0.751  1.094  3.774
H  1.724  1.783  2.097
H  1.775  1.094  3.738
H  1.885  -1.967  2.581
H  1.543  -0.991  4.024
H  0.038  -2.884  3.798
H  -0.918  -1.391  3.652
H  -1.121  -4.360  2.180
H  -2.355  -3.151  2.609
H  -1.988  -3.458  0.903
S  -1.646  2.044  -2.305
C  -3.289  1.812  -1.817
N  -4.199  2.630  -2.272
N  -5.528  2.466  -2.026
C  -6.352  1.354  -2.066
C  -7.716  1.572  -1.838
C  -8.622  0.531  -1.904
C  -8.197  -0.755  -2.214
C  -6.849  -0.967  -2.464
C  -5.930  0.066  -2.386
N  -3.765  0.911  -0.846
N  -2.968  0.412  -0.019
C  -3.684  -0.282  1.011
C  -4.940  -0.853  0.814
C  -5.594  -1.446  1.878
C  -5.022  -1.449  3.146
C  -3.774  -0.877  3.337
C  -3.093  -0.319  2.265
H  -6.016  3.347  -2.128
H  -8.058  2.574  -1.606
H  -9.669  0.728  -1.717
H  -8.903  -1.572  -2.264
H  -6.493  -1.957  -2.721
H  -4.891  -0.132  -2.593
H  -5.390  -0.818  -0.169
H  -6.567  -1.894  1.724
H  -5.546  -1.899  3.979
H  -3.330  -0.863  4.326
H  -2.116  0.127  2.383
N  -1.144  -4.117  -1.739
C  -2.020  -3.586  -2.664
C  -2.960  -4.176  -3.500
C  -3.582  -3.341  -4.407
C  -3.273  -1.974  -4.480
C  -2.343  -1.391  -3.643
C  -1.712  -2.219  -2.716
N  -0.678  -1.940  -1.827
C  -0.374  -3.089  -1.283
C  0.813  -3.261  -0.455
C  1.337  -4.421  0.029
S  2.826  -4.097  0.800
C  2.628  -2.425  0.435
N  1.545  -2.134  -0.199
H  -1.079  -5.079  -1.459
H  -3.178  -5.234  -3.460
H  -4.313  -3.754  -5.090
H  -3.780  -1.363  -5.214
H  -2.099  -0.337  -3.695
H  0.949  -5.422  -0.025
H  3.365  -1.696  0.728
C  2.803  -5.528  -4.676
C  2.001  -4.251  -4.970
C  0.617  -4.409  -4.332
C  1.828  -4.096  -6.487
C  2.742  -3.034  -4.414
C  4.091  -2.829  -4.761
C  4.810  -1.749  -4.287
C  4.170  -0.849  -3.442
S  4.774  0.585  -2.693
C  3.180  0.857  -1.978
N  2.309  -0.055  -2.262
C  2.832  -1.022  -3.094
C  2.123  -2.116  -3.589
C  2.932  2.059  -1.170
C  3.927  3.045  -1.138
C  3.712  4.229  -0.468
C  2.482  4.429  0.147
C  1.520  3.431  0.113
C  1.688  2.182  -0.516
H  2.225  -6.406  -4.969
H  3.029  -5.604  -3.611
H  3.745  -5.555  -5.222
H  0.142  -5.317  -4.708
H  -0.039  -3.571  -4.566
H  0.702  -4.494  -3.247
H  1.374  -4.995  -6.909
H  2.785  -3.935  -6.981
H  1.183  -3.247  -6.714
H  4.581  -3.519  -5.433
H  5.841  -1.601  -4.579
H  1.079  -2.192  -3.327
H  4.868  2.902  -1.658
H  4.477  4.993  -0.445
H  2.278  5.370  0.646
H  0.581  3.646  0.598

=====

[4]
A structure of composition C46H49BaN11O9S3 at a distorted geometry, computed with ωB97M-V/def2-TZVPD.

The calculation puts the HOMO energy at -1.21 eV. Its total charge is -2. As for the energy relative to the best compared isomer or geometry (same formula, charge and spin): 0.0 kcal/mol. The value obtained for the maximum force is 2.9 eV Å⁻¹. As for the orbital gap: 4.29 eV.

Positions of all 119 atoms, in Å:
Ba  -0.491  0.502  1.259
N  -2.638  -1.029  -0.078
C  -3.119  -2.307  0.427
C  -1.938  -3.267  0.558
N  -0.924  -2.801  1.506
C  -0.972  -3.460  2.808
C  -2.285  -3.267  3.552
N  -2.649  -1.871  3.668
H  -3.352  -0.310  -0.110
H  -2.327  -1.111  -1.042
H  -3.878  -2.775  -0.217
H  -3.555  -2.135  1.411
H  -1.479  -3.365  -0.428
H  -2.299  -4.271  0.834
H  0.005  -2.924  1.119
H  -0.153  -3.065  3.416
H  -0.816  -4.551  2.717
H  -2.170  -3.783  4.521
H  -3.082  -3.794  3.017
H  -1.973  -1.350  4.222
H  -3.536  -1.775  4.147
C  3.781  3.503  -1.015
O  3.925  2.105  -1.108
C  5.121  1.571  -1.462
C  6.234  2.320  -1.822
C  7.394  1.699  -2.280
C  7.438  0.323  -2.383
C  6.339  -0.430  -1.988
C  5.180  0.159  -1.506
N  4.114  -0.655  -1.126
C  3.066  -0.312  -0.254
N  3.564  0.079  0.986
C  3.201  1.207  1.774
C  1.885  1.606  1.977
C  1.739  2.718  2.830
C  2.791  3.369  3.455
C  4.095  2.937  3.224
C  4.293  1.865  2.371
O  5.559  1.362  2.070
C  6.673  2.161  2.366
N  1.844  -0.579  -0.522
C  1.526  -1.109  -1.807
C  0.516  -2.157  -1.809
C  0.809  -3.483  -2.556
C  1.552  -2.682  -4.394
C  1.808  -1.219  -4.264
C  1.926  -0.590  -3.049
O  2.479  0.700  -3.075
C  1.563  1.694  -2.633
H  2.762  3.674  -0.671
H  3.939  3.981  -1.988
H  4.475  3.922  -0.281
H  6.185  3.397  -1.783
H  8.244  2.302  -2.569
H  8.325  -0.175  -2.752
H  6.373  -1.511  -2.037
H  3.814  -1.316  -1.833
H  4.566  -0.061  1.002
H  0.744  3.106  3.033
H  2.615  4.200  4.127
H  4.930  3.424  3.708
H  7.520  1.723  1.840
H  6.884  2.181  3.441
H  6.526  3.191  2.022
H  0.250  -2.360  -0.775
H  0.491  -4.367  -1.996
H  1.800  -3.029  -5.397
H  2.130  -0.677  -5.138
H  2.064  2.656  -2.736
H  1.291  1.548  -1.586
H  0.658  1.678  -3.247
C  -2.705  4.636  2.918
N  -2.308  3.455  3.661
C  -2.405  3.391  5.018
C  -2.036  2.298  5.696
C  -1.531  1.141  4.961
O  -1.211  0.103  5.540
N  -1.441  1.251  3.600
C  -1.806  2.368  2.967
O  -1.694  2.487  1.724
H  -2.910  5.432  3.632
H  -3.592  4.442  2.320
H  -1.903  4.937  2.244
H  -2.800  4.278  5.498
H  -2.109  2.249  6.772
S  -6.492  5.303  1.066
C  -5.658  4.079  0.266
S  -4.060  4.265  -0.339
C  -3.997  2.583  -0.840
N  -5.115  1.958  -0.586
N  -6.027  2.816  0.012
C  -7.259  2.211  0.361
C  -8.451  2.912  0.267
C  -9.639  2.281  0.600
C  -9.646  0.959  1.017
C  -8.447  0.262  1.092
C  -7.254  0.881  0.764
S  -2.574  1.958  -1.510
H  -8.442  3.942  -0.056
H  -10.567  2.833  0.524
H  -10.577  0.473  1.276
H  -8.437  -0.773  1.405
H  -6.316  0.348  0.795
O  -1.848  -1.956  -4.397
C  -0.937  -2.236  -3.664
O  -0.785  -1.721  -2.443
C  0.146  -3.251  -3.905
C  -0.320  -4.469  -4.616
C  0.390  -5.583  -4.801
C  1.776  -5.757  -4.364
C  2.566  -4.903  -3.709
C  2.189  -3.549  -3.233
N  2.401  -7.042  -4.777
O  1.697  -7.812  -5.438
O  3.562  -7.270  -4.446
H  -1.337  -4.442  -4.987
H  -0.057  -6.425  -5.311
H  3.592  -5.224  -3.566
H  3.000  -3.063  -2.697